No. 1
This record from the Open Molecules 2025 dataset describes C49H40InN3OP2Se2 as an isolated structure at a distorted geometry. The level of theory is ωB97M-V/def2-TZVPD.

```
98
Properties=species:S:1:pos:R:3:forces:R:3
In -0.670360 -1.097439 -0.777620 -0.35 -0.48 -0.16
O 1.492096 -0.112149 1.656363 0.55 0.27 -0.45
C 2.718966 0.249733 1.110770 -0.20 -1.11 -1.54
C 3.606537 0.938887 1.895689 0.60 -0.14 -0.25
C 4.913927 1.035195 1.447941 0.61 0.18 0.36
C 5.299290 0.535831 0.209145 1.77 0.68 0.57
C 4.370325 -0.003370 -0.628715 -1.27 -0.44 0.50
C 3.053573 -0.236855 -0.194930 -0.06 1.23 1.79
P 1.813343 -0.728882 -1.421546 0.25 -0.20 -0.02
C 2.014489 0.686828 -2.524222 -0.04 0.30 -0.62
C 1.879044 1.918410 -1.886336 -0.31 -0.11 -0.57
C 2.183919 3.067972 -2.612659 0.36 0.75 1.71
C 2.629578 2.998595 -3.892807 0.26 -0.33 -2.53
C 2.675197 1.774882 -4.598267 -0.32 0.80 2.61
C 2.408072 0.616799 -3.876924 -0.13 -0.12 -0.14
C 2.488089 -2.192777 -2.216273 0.05 0.38 -0.49
C 3.551365 -2.824854 -1.585363 -0.29 -1.69 -1.47
C 4.111636 -3.933666 -2.248864 -0.87 0.91 0.30
C 3.664329 -4.333442 -3.492992 0.29 -1.09 -0.83
C 2.614398 -3.684557 -4.160154 0.83 1.21 1.15
C 2.045951 -2.583103 -3.500901 -0.47 -0.47 -0.28
C 1.568267 -1.156395 2.557881 -0.86 0.08 0.60
C 2.689380 -1.514064 3.330540 -0.70 0.47 -1.56
C 2.556678 -2.505651 4.267169 0.15 0.96 0.00
C 1.331413 -3.061912 4.474024 -0.92 -2.02 1.11
C 0.218762 -2.755883 3.733941 -0.56 0.64 -0.69
C 0.313502 -1.745139 2.758351 -0.11 -0.92 0.39
P -1.151547 -1.374508 1.739264 0.63 0.79 0.14
C -2.373795 -2.640570 2.064883 0.19 0.02 0.60
C -3.544883 -2.349592 2.781214 0.21 0.49 0.38
C -4.433043 -3.353385 3.110594 0.50 -1.44 -1.31
C -4.198386 -4.684160 2.641099 0.06 2.30 0.68
C -3.009414 -4.924132 1.986950 0.77 -1.24 -0.53
C -2.047024 -3.953838 1.727919 -1.03 0.84 -0.01
C -1.801145 0.243173 2.251107 -0.15 0.42 0.43
C -2.952256 0.773650 1.642724 -0.22 -2.09 -0.71
C -3.475034 1.961589 2.019845 0.05 1.40 0.96
C -2.891140 2.691328 3.077558 -0.74 0.98 -1.07
C -1.705933 2.269794 3.606891 0.10 -1.56 -0.19
C -1.175705 1.026665 3.214048 0.78 -0.42 0.51
H 3.321509 1.231274 2.890123 -0.08 0.24 0.15
H 5.693631 1.437246 2.100007 -0.39 0.05 -0.18
H 6.391922 0.599715 -0.039380 -1.34 -0.08 -0.06
H 4.618919 -0.327938 -1.595578 0.52 -0.28 -1.19
H 1.514551 1.940558 -0.852592 0.37 0.29 -0.31
H 2.232011 4.042338 -2.119237 -0.33 -0.32 0.00
H 2.932913 3.883817 -4.482455 -0.27 -0.35 0.75
H 2.978207 1.833295 -5.599622 0.34 -0.51 -1.25
H 2.514963 -0.343320 -4.368198 0.00 0.09 0.11
H 3.896511 -2.565613 -0.614513 0.19 0.26 0.52
H 4.870304 -4.489752 -1.762929 0.73 -0.40 0.31
H 4.172709 -5.216261 -3.951987 -0.58 0.91 0.29
H 2.383872 -3.886467 -5.194339 -0.30 -0.31 0.08
H 1.221958 -2.050814 -4.008798 0.46 -0.25 0.46
H 3.638216 -1.062659 3.123965 0.25 0.10 0.13
H 3.393904 -2.705015 4.895799 0.42 -0.50 0.27
H 1.210471 -3.859196 5.207113 0.17 0.26 0.00
H -0.736476 -3.278442 3.884624 0.61 0.28 0.09
H -3.720231 -1.331601 3.154403 -0.01 -0.46 -0.32
H -5.342580 -3.134401 3.613089 -0.52 0.20 0.51
H -4.951510 -5.424722 2.838438 0.07 -0.39 -0.09
H -2.766161 -5.918171 1.627974 -0.22 -0.10 0.15
H -1.110583 -4.161101 1.225137 -0.14 -0.28 -0.01
H -3.504945 0.148582 0.925713 0.35 0.41 0.00
H -4.299420 2.391278 1.485926 -0.51 -0.08 0.00
H -3.346039 3.652528 3.375461 0.33 -0.66 -0.10
H -1.208914 2.801772 4.371089 0.39 0.60 0.74
H -0.272386 0.622478 3.713284 -0.58 0.47 -0.34
C -1.067171 3.859089 -3.143598 -0.62 0.65 -1.17
N -0.872192 3.581481 -1.750395 0.23 -0.45 0.65
C -1.159398 2.396841 -1.139503 0.27 1.53 0.83
Se -1.868754 0.853286 -1.987032 0.02 0.60 0.36
N -0.901631 2.597328 0.189698 0.01 -0.55 -1.45
C -0.364099 3.846860 0.397926 0.33 0.63 1.08
C 0.119756 4.424670 1.594670 0.18 0.93 -1.49
C 0.705046 5.691036 1.424554 -1.05 -1.18 -0.88
C 0.714591 6.370447 0.169611 0.74 -0.45 0.67
C 0.236270 5.782414 -0.983263 -0.83 -0.66 0.04
C -0.333985 4.507011 -0.822561 -0.09 -0.75 -0.10
H -1.270574 2.928625 -3.665835 -0.29 -0.02 0.05
H -0.170113 4.247672 -3.634008 0.04 0.13 0.45
H -1.904594 4.591303 -3.297924 0.71 -0.76 0.19
H -0.992712 1.890328 0.899697 -0.14 -0.20 0.14
H 0.011149 3.921441 2.544405 0.26 0.07 -0.03
H 1.151503 6.146885 2.268213 0.28 0.57 0.66
H 1.234804 7.324536 0.157949 -0.30 -0.06 -0.24
H 0.218295 6.223098 -1.972534 0.22 0.31 0.20
Se -1.930956 -3.111417 -1.759612 0.36 -0.09 -0.31
C -3.722706 -2.398459 -1.869756 0.12 0.65 -0.88
C -4.608866 -2.570844 -0.840985 -0.04 -0.23 1.33
C -5.837547 -1.946862 -0.902105 -1.00 -0.45 -0.02
N -6.225996 -1.216682 -1.922149 -0.28 0.84 -0.17
C -5.383212 -1.029607 -2.926653 0.40 -0.41 -0.47
C -4.143655 -1.661012 -3.000192 0.67 -0.13 1.28
H -4.388828 -3.129138 0.064700 0.26 -0.06 -0.22
H -6.617036 -2.081307 -0.146856 0.50 -0.07 0.10
H -5.732942 -0.357790 -3.697061 0.07 -0.06 -0.27
H -3.404275 -1.549605 -3.779246 -0.35 0.24 -0.41
```
Positions in Å, forces in eV/Å.

strongest force on any atom: 2.75 eV/A
gap between HOMO and LUMO: 7.9 eV
net charge: +2

***

No. 2
This record from the Open Molecules 2025 dataset describes C49H41BaN12O2S as an isolated structure. The level of theory is ωB97M-V/def2-TZVPD.

```
106
Properties=species:S:1:pos:R:3:forces:R:3
Ba -0.053605 0.608320 0.468312 -0.65 -0.51 -0.15
C -1.659671 -0.557208 3.823994 0.08 0.00 -0.05
N -2.327943 -0.699315 2.543833 0.09 -0.06 0.01
C -3.575414 0.049717 2.551549 0.00 -0.01 -0.04
C -3.511266 1.461532 2.008635 -0.03 0.04 0.01
C -4.719303 2.116493 1.786447 -0.01 0.03 0.02
C -4.706308 3.410853 1.306264 0.00 0.00 -0.01
C -3.484280 4.018855 1.070262 0.00 0.00 0.00
C -2.331921 3.295605 1.314116 -0.03 -0.01 0.01
N -2.337121 2.036132 1.773500 0.02 0.01 0.00
C -2.542585 -2.098189 2.211052 -0.08 0.09 0.05
C -3.131206 -2.262212 0.833689 -0.04 -0.02 0.02
C -4.040032 -3.281015 0.569481 0.03 -0.01 0.00
C -4.522019 -3.426036 -0.721376 0.02 0.03 -0.03
C -4.097769 -2.532642 -1.690660 -0.02 -0.03 0.03
C -3.206136 -1.532571 -1.327392 0.00 0.03 -0.09
N -2.720509 -1.401507 -0.095293 -0.02 0.03 -0.02
C -0.263220 -1.121769 3.887403 -0.18 -0.02 -0.02
C 0.296048 -1.403112 5.128976 0.02 -0.01 0.01
C 1.609267 -1.829104 5.192444 -0.03 0.01 -0.01
C 2.320912 -1.966157 4.011403 0.03 -0.01 -0.02
C 1.683049 -1.672671 2.819584 0.00 0.04 0.01
N 0.408747 -1.271006 2.750479 0.25 0.07 -0.03
H -2.260638 -1.002066 4.637620 -0.02 0.01 0.02
H -1.549693 0.511629 4.012956 -0.05 -0.01 0.03
H -3.983340 0.097613 3.574196 -0.04 -0.01 0.00
H -4.318962 -0.482995 1.956905 0.01 0.00 -0.02
H -5.653428 1.600646 1.974969 0.01 0.00 0.00
H -5.634198 3.932234 1.106756 0.00 0.00 0.00
H -3.414009 5.024563 0.680961 0.00 0.00 0.00
H -1.360283 3.742398 1.131994 0.01 -0.01 0.01
H -3.197069 -2.603215 2.944137 0.01 0.02 0.02
H -1.571446 -2.595961 2.246350 0.01 -0.05 -0.02
H -4.356449 -3.944165 1.365160 0.00 0.00 0.00
H -5.224829 -4.214520 -0.961204 0.00 0.00 0.00
H -4.450607 -2.591540 -2.711120 0.00 0.00 0.00
H -2.878587 -0.803166 -2.056644 0.01 -0.01 0.05
H -0.295174 -1.269691 6.026642 0.01 0.00 0.00
H 2.072924 -2.039702 6.148130 0.00 0.00 0.00
H 3.358156 -2.271145 4.003041 0.00 0.00 0.02
H 2.220701 -1.695686 1.878759 -0.02 0.00 0.04
O 3.728975 -0.025952 -1.750157 -0.01 -0.03 -0.01
C 3.009902 -0.496920 -0.859891 0.10 0.04 -0.05
N 2.625766 0.057889 0.301633 0.23 0.06 0.05
C 3.364128 1.197947 0.727926 0.03 -0.11 0.03
C 4.737515 1.294549 0.442848 0.01 0.05 -0.06
C 5.518710 2.355150 0.850730 -0.03 0.03 0.03
C 4.930966 3.385509 1.576775 0.04 -0.03 -0.03
C 3.600756 3.284622 1.916364 -0.07 -0.01 0.09
C 2.794737 2.187599 1.556514 0.11 0.10 -0.07
N 1.535782 2.053994 2.184610 0.07 0.02 0.08
C 0.843598 3.174053 2.391790 0.09 -0.10 0.00
O 0.752902 4.176277 1.659866 0.07 0.04 0.05
C 0.139729 3.276177 3.740976 -0.14 -0.02 -0.06
C 0.028773 4.557000 4.282703 -0.06 0.06 0.00
C -0.508363 4.717094 5.546427 0.02 0.02 -0.04
C -0.952822 3.595246 6.228507 0.00 -0.08 -0.01
C -0.829641 2.367725 5.595751 -0.02 0.05 0.09
N -0.288694 2.197342 4.395092 0.13 0.05 -0.02
C 1.287163 -2.255101 -1.993738 0.02 0.02 -0.07
C 2.011360 -3.594655 -2.338284 -0.08 0.01 0.02
C 1.600487 -4.724915 -1.466789 0.02 0.02 -0.01
C 0.566243 -4.615102 -0.640563 -0.06 -0.01 0.02
C -0.234970 -3.383617 -0.640816 -0.04 0.01 -0.03
N 0.031619 -2.313174 -1.270167 0.11 0.03 0.13
H 5.190357 0.512926 -0.147459 -0.01 0.00 0.00
H 6.570701 2.382070 0.591834 0.00 0.01 0.00
H 5.507546 4.247354 1.892683 0.00 0.00 0.00
H 3.150312 4.064582 2.517471 0.00 0.00 -0.01
H 0.366190 5.391877 3.685734 0.00 0.00 0.01
H -0.584647 5.701761 5.991793 0.00 0.00 -0.01
H -1.385499 3.662274 7.217991 0.00 0.00 0.00
H -1.187195 1.466551 6.090970 0.00 0.00 -0.01
H 1.987643 -3.889989 -3.389997 0.01 0.00 0.00
H 2.167706 -5.648114 -1.540548 0.00 0.00 0.01
H 0.253760 -5.428962 0.001868 0.00 0.00 -0.01
H -1.161266 -3.396209 -0.069988 0.05 -0.01 0.01
S -2.031516 1.905509 -1.654290 0.00 0.37 -0.03
C -1.522922 0.922214 -2.972568 -0.06 -0.08 0.03
N -2.194470 0.889210 -4.077071 0.04 -0.17 -0.02
N -1.794884 0.005679 -5.111914 0.06 0.16 0.03
C -0.796642 0.424006 -6.009605 -0.13 -0.09 0.13
C -0.644208 -0.292793 -7.196759 0.06 -0.01 -0.10
C 0.361435 0.033459 -8.091210 -0.02 0.01 0.04
C 1.232551 1.081540 -7.817093 0.03 0.03 0.00
C 1.072358 1.800524 -6.639556 -0.03 -0.05 -0.03
C 0.066032 1.481090 -5.739769 0.06 0.07 0.02
N -0.430016 0.056120 -2.579906 0.10 -0.09 0.05
N 0.202622 -0.455878 -3.516888 -0.13 0.14 -0.13
C 1.233968 -1.365015 -3.226512 0.15 -0.10 0.09
C 2.187773 -1.319324 -4.180780 -0.05 0.02 0.02
C 3.535078 -1.856522 -4.156498 0.02 0.01 -0.04
C 4.100757 -2.471134 -3.117293 -0.01 -0.04 0.07
C 3.357764 -2.940396 -1.907102 0.00 0.03 0.00
C 2.507984 -1.920350 -1.076877 -0.05 -0.11 -0.06
H -2.636489 -0.200255 -5.630647 -0.04 -0.03 0.01
H -1.308256 -1.126189 -7.399991 0.00 0.00 0.00
H 0.471187 -0.539878 -9.003971 0.00 0.00 0.00
H 2.025770 1.331754 -8.509932 0.00 0.00 0.00
H 1.743883 2.617979 -6.408040 0.00 0.00 0.00
H -0.050600 2.045837 -4.824770 0.01 -0.01 -0.02
H 1.939976 -0.676269 -5.018500 0.01 0.00 -0.01
H 4.154205 -1.613903 -5.011495 -0.01 0.01 0.00
H 5.155697 -2.714600 -3.169245 0.00 0.01 0.00
H 4.001328 -3.563158 -1.283583 0.00 -0.01 -0.01
H 2.298623 -2.412343 -0.124906 0.00 0.07 0.00
```
Positions in Å, forces in eV/Å.

strongest force on any atom: 0.84 eV/A
gap between HOMO and LUMO: 5.7 eV
energy above the lowest of the compared OMol25 structures with the same formula, charge and spin: 173.8 kJ/mol
net charge: -1

***

| no. | HOMO level (eV) |
| --- | --- |
| 1 | -13.1 |
| 2 | -3.8 |